[1]
{
  "formula": "C3H5FN",
  "method": "ωB97M-V/def2-TZVPD",
  "e_tot_ev": -7388.8635,
  "smiles": "[NH3+]CC#CF",
  "homo_energy_ev": -14.56,
  "homo_lumo_gap_ev": 10.39,
  "charge": 1,
  "symbols": ["F", "N", "C", "C", "C", "H", "H", "H", "H", "H"],
  "xyz": [[3.034, -1.486, 0.540], [-0.725, 1.099, -0.086], [1.835, -1.211, 0.456], [-0.608, -0.353, -0.027], [0.721, -0.670, 0.292], [-0.210, 1.726, 0.527], [-1.231, -0.973, 0.626], [-1.700, 1.298, -0.333], [-0.896, -0.579, -1.037], [-0.221, 1.148, -0.958]],
  "lowdin_charge": [0.2386, 0.2048, -0.0678, -0.2092, -0.0108, 0.1887, 0.1589, 0.1903, 0.1422, 0.1643]
}

***

[2]
{
  "formula": "C3H5FN2",
  "method": "ωB97M-V/def2-TZVPD",
  "e_tot_ev": -8887.7170,
  "smiles": "C1=CN=NC1.F",
  "homo_energy_ev": -10.07,
  "homo_lumo_gap_ev": 10.11,
  "symbols": ["F", "N", "N", "C", "C", "C", "H", "H", "H", "H", "H"],
  "xyz": [[-3.816, 1.115, -0.385], [-0.934, 0.511, -0.337], [-0.332, 1.077, 0.604], [-0.082, -0.454, -0.909], [0.966, 0.590, 0.798], [1.083, -0.466, -0.229], [-3.120, 0.690, -0.020], [1.695, 1.313, 1.061], [1.919, -1.221, -0.278], [-0.526, -1.144, -1.588], [0.853, 0.112, 1.799]],
  "lowdin_charge": [-0.0692, 0.0052, -0.0159, -0.1117, -0.2320, -0.0570, -0.0084, 0.1164, 0.1211, 0.0943, 0.1571]
}

***

[3]
{
  "formula": "C3H5FN2",
  "method": "ωB97M-V/def2-TZVPD",
  "e_tot_ev": -8886.1122,
  "homo_energy_ev": -8.10,
  "homo_lumo_gap_ev": 9.02,
  "symbols": ["F", "N", "N", "C", "C", "C", "H", "H", "H", "H", "H"],
  "xyz": [[-0.370, 0.400, -1.680], [0.364, 1.778, 1.045], [-0.714, 1.354, 1.191], [-0.127, -0.166, -0.537], [1.258, 0.279, -0.242], [-1.125, 0.212, 0.522], [-2.090, 0.464, 0.027], [1.778, 0.903, -0.975], [1.838, -0.400, 0.369], [0.026, -1.252, -0.725], [-1.402, -0.575, 1.356]],
  "lowdin_charge": [0.0341, 0.1369, -0.1118, -0.5116, 0.0478, -0.1843, 0.1313, 0.0788, 0.0622, 0.1524, 0.1642]
}

***

[4]
{
  "formula": "C3H5FN3O4PTb",
  "method": "ωB97M-V/def2-TZVPD",
  "e_tot_ev": -50251.3287,
  "spin_multiplicity": 7,
  "homo_energy_ev": [-20.78, -20.76],
  "homo_lumo_gap_ev": [7.06, 5.88],
  "charge": 3,
  "symbols": ["Tb", "P", "F", "O", "O", "O", "O", "N", "N", "N", "C", "C", "C", "H", "H", "H", "H", "H"],
  "xyz": [[3.544, 2.694, 0.994], [0.697, -1.385, 0.091], [-2.856, 1.445, 1.202], [2.618, 0.933, 0.449], [-2.415, -0.891, 1.599], [0.792, 2.452, 0.095], [-1.021, 1.451, -2.154], [0.561, 0.109, -0.868], [-2.124, -0.211, -0.750], [0.030, -2.692, -0.591], [-0.861, 0.452, -1.243], [-2.446, 0.111, 0.691], [1.265, 1.220, -0.123], [2.474, 0.694, 1.419], [0.195, -1.082, 1.419], [-0.405, -2.398, -1.493], [2.123, -1.672, 0.229], [-2.171, -1.231, -0.966]],
  "lowdin_charge": [2.0241, 0.9859, 0.0695, -0.2928, 0.0358, 0.0588, 0.1544, -0.0653, 0.1529, 0.0697, -0.2650, -0.1754, -0.3069, 0.1220, 0.0943, 0.0905, 0.1017, 0.1458]
}

***

[5]
{
  "formula": "C3H5FO",
  "method": "ωB97M-V/def2-TZVPD",
  "e_tot_ev": -7954.8223,
  "smiles": "C[C@@H]1O[C@H]1F",
  "homo_energy_ev": -10.53,
  "homo_lumo_gap_ev": 11.62,
  "symbols": ["F", "O", "C", "C", "C", "H", "H", "H", "H", "H"],
  "xyz": [[2.370, -1.508, 1.455], [0.452, -1.552, -0.002], [0.728, -0.237, 0.153], [-0.485, 0.594, 0.162], [1.106, -0.990, 1.380], [0.496, -1.024, 2.313], [1.676, 0.012, -0.384], [-1.074, 0.122, -0.628], [-1.154, 0.450, 0.989], [-0.419, 1.651, -0.064]],
  "lowdin_charge": [0.0334, -0.0096, -0.4534, -0.0376, -0.1088, 0.1637, 0.1613, 0.0918, 0.0783, 0.0810]
}

***

[6]
{
  "formula": "C3H5FO",
  "method": "ωB97M-V/def2-TZVPD",
  "e_tot_ev": -7949.5556,
  "homo_energy_ev": -9.15,
  "homo_lumo_gap_ev": 7.35,
  "symbols": ["F", "O", "C", "C", "C", "H", "H", "H", "H", "H"],
  "xyz": [[1.958, -0.663, -0.073], [-2.252, 0.000, -0.412], [-0.939, -0.434, 0.276], [0.060, 0.738, 0.156], [1.463, 0.550, 0.011], [-1.158, -0.881, 1.349], [-0.500, -1.256, -0.746], [2.336, 1.266, -0.211], [-0.261, 1.714, 0.044], [-3.522, 0.002, 0.865]],
  "lowdin_charge": [0.0017, -0.2939, -0.2679, -0.0963, -0.1678, 0.1233, 0.1997, 0.1333, 0.0551, 0.3128]
}

***

[7]
{
  "formula": "C3H5FO",
  "method": "ωB97M-V/def2-TZVPD",
  "e_tot_ev": -7955.4232,
  "smiles": "O=CCCF",
  "homo_energy_ev": -9.97,
  "homo_lumo_gap_ev": 10.98,
  "symbols": ["F", "O", "C", "C", "C", "H", "H", "H", "H", "H"],
  "xyz": [[1.661, -0.995, -0.380], [-2.401, -0.589, -0.267], [-0.254, 0.466, -0.331], [-1.303, -0.536, 0.150], [1.113, 0.049, 0.097], [1.114, -0.025, 1.310], [1.789, 0.839, 0.033], [-0.380, 0.429, -1.455], [-0.497, 1.451, -0.045], [-0.840, -1.089, 0.886]],
  "lowdin_charge": [0.0591, 0.0968, -0.1218, -0.2754, -0.3601, 0.1644, 0.0916, 0.1473, 0.1096, 0.0886]
}

***

[8]
{
  "formula": "C3H5FO",
  "method": "ωB97M-V/def2-TZVPD",
  "e_tot_ev": -7953.3033,
  "homo_energy_ev": [-7.80, -7.80],
  "homo_lumo_gap_ev": [8.66, 8.66],
  "symbols": ["F", "O", "C", "C", "C", "H", "H", "H", "H", "H"],
  "xyz": [[-0.666, 0.852, 1.463], [-1.667, -0.497, -2.252], [0.089, 0.688, 0.339], [-1.514, -0.280, -1.098], [1.242, -0.327, 0.436], [1.959, -0.320, -0.427], [0.156, 1.711, -0.178], [1.725, -0.062, 1.355], [-2.028, -0.470, -0.174], [0.704, -1.296, 0.536]],
  "lowdin_charge": [-0.0425, 0.0529, -0.2543, -0.0636, -0.0868, 0.0944, 0.1149, 0.0548, 0.0524, 0.0778]
}

***

[9]
{
  "formula": "C3H5FO",
  "method": "ωB97M-V/def2-TZVPD",
  "e_tot_ev": -7951.6152,
  "homo_energy_ev": [-9.67, -9.68],
  "homo_lumo_gap_ev": [8.73, 8.74],
  "symbols": ["F", "O", "C", "C", "C", "H", "H", "H", "H", "H"],
  "xyz": [[1.330, 1.459, -0.328], [1.792, -1.477, 0.359], [-0.713, 0.484, 0.769], [0.489, 0.482, -0.019], [-0.713, 0.121, -0.707], [-0.799, -0.973, -0.874], [-1.070, 0.693, -1.524], [-0.977, 1.471, 1.036], [-0.668, -0.306, 1.633], [1.328, -1.954, -0.343]],
  "lowdin_charge": [0.1298, -0.2334, -0.0452, -0.2440, -0.0559, 0.1261, 0.1095, 0.1000, 0.1710, -0.0579]
}

***

[10]
{
  "formula": "C3H5FO",
  "method": "ωB97M-V/def2-TZVPD",
  "e_tot_ev": -7955.0992,
  "smiles": "C[C@@H]1O[C@H]1F",
  "homo_energy_ev": -10.55,
  "homo_lumo_gap_ev": 11.68,
  "symbols": ["F", "O", "C", "C", "C", "H", "H", "H", "H", "H"],
  "xyz": [[-2.525, -0.600, -0.120], [-0.926, 1.039, 0.090], [-0.147, 0.156, -0.568], [-1.270, -0.293, 0.341], [1.264, -0.013, -0.010], [1.606, 1.069, 0.208], [-0.998, -0.484, 1.402], [1.938, -0.416, -0.641], [-0.225, 0.077, -1.591], [1.283, -0.535, 0.888]],
  "lowdin_charge": [0.0448, 0.0297, -0.3020, -0.2501, -0.0147, 0.1255, 0.1664, 0.0309, 0.1187, 0.0509]
}